Entry 1:
DFT (ωB97M-V with the def2-TZVPD basis set) results for a structure of composition C23H44AsN6O5PS4Y at a distorted geometry.

The calculation puts the energy above the lowest of the compared OMol25 structures with the same formula, charge and spin at 153.7 kJ/mol. The highest occupied orbital energy is -0.160 Ha. Its gap between HOMO and LUMO is 6.47 eV. The net charge is -1. The energy is -5816.1177 Ha.

Cartesian coordinates (Å):
Y (0.034, -0.357, 1.214)
O (2.235, 3.818, 1.323)
C (1.545, 2.700, 1.586)
O (1.759, 1.658, 1.013)
C (0.512, 2.859, 2.674)
O (-0.631, 2.091, 2.411)
C (-1.510, 2.677, 1.442)
C (-1.088, 2.369, 0.008)
O (-1.161, 3.252, -0.841)
O (-0.672, 1.162, -0.175)
H (2.874, 3.611, 0.627)
H (0.946, 2.438, 3.576)
H (0.280, 3.912, 2.824)
H (-2.479, 2.216, 1.618)
H (-1.579, 3.754, 1.584)
C (4.022, -2.422, 2.957)
N (3.346, -3.175, 1.910)
C (2.938, -4.511, 2.360)
C (2.585, -2.448, 1.037)
N (2.432, -1.179, 1.019)
N (2.088, -3.204, -0.047)
C (1.003, -2.900, -0.824)
N (0.681, -3.889, -1.726)
N (0.396, -1.765, -0.779)
H (4.701, -3.100, 3.471)
H (3.313, -2.008, 3.675)
H (4.613, -1.616, 2.522)
H (3.830, -5.121, 2.515)
H (2.282, -5.003, 1.649)
H (2.370, -4.439, 3.287)
H (2.851, -0.730, 1.818)
H (2.415, -4.149, -0.092)
H (0.946, -4.831, -1.494)
H (-0.246, -3.818, -2.112)
H (-0.351, -1.724, -1.463)
S (-2.299, -0.571, 2.439)
As (-0.789, -1.706, 3.566)
S (-0.188, -3.204, 2.116)
S (0.944, -0.317, 3.748)
S (-1.406, -2.499, 5.404)
C (-5.011, 1.631, -1.838)
C (-4.375, 0.677, -2.865)
C (-5.451, -0.216, -3.489)
P (-2.840, -0.077, -2.097)
C (-1.781, -0.289, -3.620)
C (-2.412, -0.789, -4.924)
C (-1.110, 1.077, -3.885)
C (-3.262, -1.806, -1.522)
C (-3.548, -2.934, -2.514)
C (-4.357, -1.710, -0.450)
H (-5.768, 2.265, -2.314)
H (-4.254, 2.280, -1.393)
H (-5.494, 1.071, -1.030)
H (-3.953, 1.303, -3.656)
H (-5.952, -0.825, -2.735)
H (-5.052, -0.881, -4.256)
H (-6.218, 0.411, -3.960)
H (-0.991, -0.997, -3.331)
H (-3.154, -0.072, -5.289)
H (-2.898, -1.761, -4.831)
H (-1.636, -0.875, -5.695)
H (-1.796, 1.723, -4.448)
H (-0.197, 0.958, -4.477)
H (-0.852, 1.596, -2.962)
H (-2.354, -2.082, -0.972)
H (-4.445, -2.741, -3.108)
H (-3.711, -3.869, -1.964)
H (-2.714, -3.096, -3.203)
H (-5.340, -1.524, -0.895)
H (-4.140, -0.913, 0.262)
H (-4.410, -2.639, 0.124)
N (1.640, 0.851, -2.002)
C (2.906, 0.540, -2.428)
C (3.921, 1.508, -2.452)
C (5.176, 1.213, -2.963)
C (5.466, -0.052, -3.463)
C (4.466, -1.023, -3.435)
C (3.207, -0.739, -2.928)
H (1.497, 1.673, -1.445)
H (1.021, 0.095, -1.757)
H (3.704, 2.504, -2.074)
H (5.941, 1.982, -2.971)
H (6.446, -0.277, -3.867)
H (4.671, -2.019, -3.815)
H (2.435, -1.505, -2.910)

These are the Löwdin partial charges, in e, on atoms 1 to 8: number 1, Y, carries 0.851; number 2, O, carries 0.143; number 3, C, carries -0.463; number 4, O, carries 0.032; number 5, C, carries -0.143; number 6, O, carries -0.243; number 7, C, carries -0.113; number 8, C, carries -0.642

=====

Entry 2:
DFT (ωB97M-V with the def2-TZVPD basis set) results for a structure of composition C23H44DyN3O2P2 at a distorted geometry.

The calculation puts the energy above the lowest of the compared OMol25 structures with the same formula, charge and spin at 195.7 kJ/mol. The highest occupied orbital energy (spin up / spin down) is -0.501 / -0.520 Ha. The spin multiplicity is 6. Its gap between HOMO and LUMO (spin up / spin down) is 5.83 / 7.85 eV. The net charge is +2. Its expectation value of S² is 9.0395. The energy is -2784.7006 Ha.

Cartesian coordinates (Å):
Dy (-0.721, 0.050, -0.924)
P (0.354, -2.479, -1.230)
P (0.353, 2.589, -0.969)
N (0.411, 0.139, -2.905)
C (0.410, -2.366, -3.089)
H (1.025, -3.205, -3.449)
H (-0.615, -2.511, -3.467)
C (0.974, -1.021, -3.594)
H (2.085, -1.027, -3.520)
H (0.753, -0.949, -4.681)
C (0.969, 1.367, -3.470)
H (0.745, 1.406, -4.558)
H (2.080, 1.367, -3.397)
C (0.404, 2.655, -2.831)
H (-0.622, 2.838, -3.192)
H (1.018, 3.526, -3.109)
C (1.820, 3.460, -0.350)
C (2.094, 3.046, 1.109)
H (3.065, 3.464, 1.418)
H (2.157, 1.953, 1.206)
H (1.311, 3.421, 1.788)
C (-1.245, 3.394, -0.423)
C (-1.389, 3.484, 1.103)
H (-2.438, 3.741, 1.319)
H (-0.743, 4.264, 1.537)
H (-1.180, 2.530, 1.610)
C (-1.242, -3.335, -0.773)
C (-1.388, -3.578, 0.736)
H (-2.436, -3.861, 0.921)
H (-1.185, -2.679, 1.337)
H (-0.740, -4.395, 1.090)
C (1.819, -3.413, -0.704)
C (2.093, -3.151, 0.790)
H (3.065, -3.598, 1.053)
H (1.310, -3.595, 1.427)
H (2.155, -2.073, 0.999)
C (1.634, 0.023, -0.626)
O (2.800, 0.026, -0.658)
C (-1.583, 4.712, -1.114)
H (-0.926, 5.529, -0.794)
H (-1.540, 4.631, -2.206)
H (-2.614, 4.975, -0.842)
C (-1.580, -4.580, -1.589)
H (-2.611, -4.865, -1.340)
H (-1.540, -4.393, -2.668)
H (-0.923, -5.424, -1.348)
C (1.791, -4.903, -1.068)
H (2.786, -5.329, -0.877)
H (1.068, -5.460, -0.458)
H (1.563, -5.067, -2.130)
C (1.791, 4.978, -0.562)
H (1.067, 5.470, 0.102)
H (2.785, 5.386, -0.330)
H (1.561, 5.249, -1.600)
H (2.639, 3.045, -0.966)
H (2.639, -2.939, -1.274)
H (-1.992, 2.651, -0.776)
H (-1.991, -2.563, -1.052)
H (-2.520, -0.101, -2.268)
H (-2.831, -0.068, -1.538)
N (-1.013, -0.242, 6.514)
C (-1.965, -0.216, 5.533)
O (-3.163, -0.231, 5.777)
C (-1.459, -0.173, 4.132)
C (-0.103, -0.167, 3.779)
C (0.273, -0.121, 2.448)
N (-0.655, -0.079, 1.450)
C (-1.976, -0.089, 1.773)
C (-2.405, -0.135, 3.092)
H (-1.373, -0.264, 7.451)
H (-0.012, -0.210, 6.353)
H (0.684, -0.199, 4.536)
H (1.319, -0.117, 2.135)
H (-2.674, -0.060, 0.925)
H (-3.474, -0.141, 3.275)

These are the Löwdin partial charges, in e, on atoms 1 to 8: number 1, Dy, carries 1.030; number 2, P, carries 0.978; number 3, P, carries 0.976; number 4, N, carries -0.308; number 5, C, carries -0.282; number 6, H, carries 0.098; number 7, H, carries 0.088; number 8, C, carries -0.309

=====

Entry 3:
DFT (ωB97M-V with the def2-TZVPD basis set) results for a structure of composition C23H44N3O12P3S at a distorted geometry.

The highest occupied orbital energy is -0.331 Ha. Its gap between HOMO and LUMO is 7.79 eV. The energy is -3392.1782 Ha.

Cartesian coordinates (Å):
C (4.335, -6.178, 3.336)
N (4.156, -5.045, 2.394)
C (5.479, -4.418, 2.136)
C (3.508, -5.454, 1.182)
O (4.111, -5.363, 0.118)
C (2.036, -6.057, 1.135)
C (1.024, -5.327, 2.078)
C (1.317, -3.886, 2.498)
C (0.453, -3.105, 3.377)
C (-0.823, -3.675, 3.935)
N (-1.741, -3.032, 4.748)
S (-2.896, -4.238, 4.931)
N (-2.290, -5.516, 4.051)
C (-1.084, -5.116, 3.483)
C (-0.222, -5.949, 2.591)
C (-0.526, -7.412, 2.110)
P (-1.545, -8.452, 3.270)
O (-1.399, -9.879, 2.797)
O (-3.194, -8.122, 3.153)
O (-1.010, -8.424, 4.850)
H (5.105, -6.900, 2.938)
H (4.690, -5.788, 4.328)
H (3.329, -6.665, 3.515)
H (5.876, -4.101, 3.147)
H (5.364, -3.538, 1.451)
H (6.182, -5.198, 1.719)
H (2.128, -7.164, 1.307)
H (1.691, -5.910, 0.075)
H (2.227, -3.353, 2.115)
H (0.695, -2.043, 3.647)
H (0.477, -7.932, 2.028)
H (-0.983, -7.476, 1.082)
H (-3.435, -7.823, 4.060)
H (-0.762, -9.354, 5.046)
O (-3.704, -0.891, -0.203)
P (-2.768, 0.243, -0.566)
O (-1.401, -0.651, -0.856)
C (-1.438, -1.773, -1.728)
C (-1.033, -1.388, -3.138)
O (-2.425, 0.740, 0.965)
C (-3.347, 0.501, 2.026)
C (-2.965, -0.755, 2.784)
O (-1.921, 1.624, -1.054)
C (-1.882, 1.993, -2.425)
C (-3.230, 1.913, -3.111)
H (-2.422, -2.248, -1.737)
H (-0.727, -2.504, -1.336)
H (-1.792, -0.749, -3.597)
H (-0.915, -2.273, -3.766)
H (-0.092, -0.833, -3.134)
H (-4.370, 0.449, 1.652)
H (-3.300, 1.361, 2.700)
H (-2.807, -1.603, 2.113)
H (-3.737, -1.023, 3.508)
H (-2.024, -0.606, 3.319)
H (-1.132, 1.391, -2.943)
H (-1.528, 3.027, -2.464)
H (-3.631, 0.893, -3.090)
H (-3.145, 2.223, -4.154)
H (-3.956, 2.559, -2.612)
O (-0.430, 8.247, -3.883)
P (0.831, 7.672, -3.274)
O (0.537, 8.059, -1.688)
C (-0.700, 7.719, -1.075)
C (-0.604, 6.393, -0.344)
O (1.842, 8.914, -3.656)
C (1.560, 9.758, -4.769)
C (0.850, 11.018, -4.314)
O (2.235, 6.868, -2.776)
C (2.174, 5.506, -2.377)
C (1.350, 4.642, -3.308)
H (-1.517, 7.690, -1.799)
H (-0.928, 8.510, -0.357)
H (-0.495, 5.567, -1.053)
H (-1.502, 6.208, 0.249)
H (0.264, 6.376, 0.320)
H (0.987, 9.225, -5.529)
H (2.517, 10.027, -5.226)
H (-0.011, 10.794, -3.681)
H (0.510, 11.604, -5.171)
H (1.522, 11.637, -3.714)
H (1.813, 5.443, -1.348)
H (3.201, 5.134, -2.366)
H (0.309, 4.983, -3.358)
H (1.352, 3.605, -2.963)
H (1.752, 4.674, -4.323)

These are the Löwdin partial charges, in e, on atoms 1 to 8: number 1, C, carries -0.072; number 2, N, carries -0.191; number 3, C, carries -0.080; number 4, C, carries -0.427; number 5, O, carries 0.060; number 6, C, carries -0.053; number 7, C, carries -0.116; number 8, C, carries -0.006